Formula: C42H53BrIKN4OS6
Source: the OMol25 dataset
Level of theory: wB97M-V/def2-TZVPD

XYZ file:
```
109
Properties=species:S:1:pos:R:3
H -1.38406 -1.51437 5.85515
C 2.12848 2.53502 4.80090
C -3.11794 5.21644 0.48762
H 4.57214 1.80989 -2.72621
S 2.18837 5.07970 1.39353
H 3.49664 0.21387 -1.31038
C -3.01004 -0.84587 0.73649
C -2.81350 4.00955 1.11537
H 4.96281 0.63778 -3.95507
H -2.03177 1.72896 4.07700
C -0.72046 0.07364 4.54240
O -1.99014 0.26802 -1.73918
H -2.16325 -1.27345 0.22111
H 4.91722 4.22172 0.27944
H -5.48729 1.45392 0.38231
H 0.34029 -3.96216 3.19007
H 4.27522 -3.61546 -3.59759
H -2.68852 -2.06207 2.44961
C 0.10865 -3.90398 -5.97757
H -0.72233 -6.33234 -0.96307
H 3.13099 3.51139 3.20570
H 3.26924 -0.08219 -7.17134
C -5.20319 0.19838 2.10016
K 0.14364 -0.12218 -1.07575
C 0.07922 -3.70771 2.17265
H -4.18171 -1.33340 -2.23351
H -0.01939 -4.51523 -3.27070
C 4.40972 3.43589 0.84219
H -2.76025 0.51823 5.14217
C -4.40796 -0.77646 2.68982
H 0.59317 -3.13237 -2.39014
H -1.56844 1.66064 5.77154
C -3.80935 0.12739 0.15972
H -6.01610 5.98077 2.04867
H 4.41595 0.36816 -5.93988
C -1.83716 1.05172 4.90679
C 4.21831 0.89318 -3.19954
H -1.82930 -5.95722 -2.28172
C 1.11808 1.65473 5.12540
H 2.58304 3.15509 5.56081
H -5.48573 3.83015 3.19445
N 1.84452 1.49986 0.07025
C 4.11556 -0.17817 -2.12499
C -1.50267 -5.64345 -1.28893
H -0.22914 -0.41395 6.59993
H 3.10815 2.88325 -1.45333
H -5.46702 -0.08279 -2.22811
C 2.21088 2.27749 1.01451
H -4.48313 6.84825 0.32239
H 1.44363 0.67561 0.51324
N 0.53860 -0.05020 1.90893
C 2.47878 2.70476 3.47343
C -3.31756 -1.29987 2.00970
S 2.67484 1.37397 -4.00298
H 2.00927 -0.84347 -4.72132
S 3.34800 -1.74119 -2.59930
I -1.12846 2.88746 0.67589
C 0.62096 -1.28477 2.28893
C -4.90167 0.66162 0.82967
H -4.63710 -1.12392 3.68856
C -0.48568 -0.92448 5.67086
H -0.65527 -5.59227 1.26962
C -2.09218 -3.31204 -1.90578
C 1.92027 1.92806 2.45943
C 1.01068 0.90500 2.83790
C -4.82939 4.22483 2.43191
N -0.21399 -2.46808 0.27192
H -1.78650 -2.26923 -1.93883
C 0.22856 -4.15144 -2.27542
C 2.37436 0.05912 -5.21409
H 0.32716 -1.60843 5.43356
H 1.04296 -1.50947 3.28126
C -4.26982 5.91704 0.82488
H 6.06090 -2.72583 -5.03507
H -2.33691 -3.60840 -2.92787
C 2.70545 3.73314 -0.90209
H -4.19986 -0.06760 -3.48488
C -0.43654 -4.53975 1.18694
H 4.77312 2.46839 0.48464
C 0.52466 0.85278 4.15957
H -1.06820 -0.48020 3.66848
S -0.33882 -2.31362 -5.68663
H 4.69422 3.55312 1.88259
H 1.04257 -4.75471 -1.86956
C -0.98467 -4.20409 -1.34411
Br -1.99164 5.96109 -0.82775
H 5.10471 -0.37111 -1.69809
C 2.88786 3.58639 0.60642
C 3.54966 -0.26968 -6.13349
C -5.12466 5.42512 1.79335
H -2.34592 -5.73385 -0.60115
H 5.70153 -1.08419 -4.57389
S -3.37268 0.76719 -1.45773
S 4.10656 -1.99474 -6.12598
H 1.53426 0.43359 -5.80079
C 5.24630 -2.06498 -4.72429
N 0.41743 -5.00456 -6.18174
H -3.45735 2.58958 2.57719
H 0.75941 1.60398 6.14712
H -2.99022 -3.38014 -1.28483
H 3.21499 4.64950 -1.20347
C -3.68531 3.52635 2.09163
C -4.42533 -0.29718 -2.44899
C 0.19475 -2.44017 1.58114
C -0.57706 -3.74073 0.03648
H 1.65197 3.83152 -1.15573
H 5.52018 -2.74399 -2.71073
C 4.68956 -2.62165 -3.41648
H -6.04577 0.61256 2.63672
```

- Net charge: -2
- E: -211904.516 eV
- Frontier orbital gap: 5.02 eV

Results of the Löwdin charge analysis, in e, for atoms 1 through 99: atom 1 (H): 0.07, atom 2 (C): -0.08, atom 3 (C): -0.73, atom 4 (H): 0.06, atom 5 (S): 0.33, atom 6 (H): 0.04, atom 7 (C): -0.05, atom 8 (C): -0.70, atom 9 (H): 0.04, atom 10 (H): 0.06, atom 11 (C): -0.38, atom 12 (O): -0.73, atom 13 (H): 0.07, atom 14 (H): 0.07, atom 15 (H): 0.11, atom 16 (H): 0.09, atom 17 (H): 0.07, atom 18 (H): 0.11, atom 19 (C): -1.06, atom 20 (H): 0.08, atom 21 (H): 0.04, atom 22 (H): 0.06, atom 23 (C): -0.10, atom 24 (K): 0.64, atom 25 (C): -0.08, atom 26 (H): 0.05, atom 27 (H): 0.06, atom 28 (C): -0.12, atom 29 (H): 0.07, atom 30 (C): -0.08, atom 31 (H): 0.05, atom 32 (H): 0.07, atom 33 (C): -0.39, atom 34 (H): 0.09, atom 35 (H): 0.05, atom 36 (C): -0.06, atom 37 (C): -0.55, atom 38 (H): 0.08, atom 39 (C): -0.05, atom 40 (H): 0.09, atom 41 (H): 0.10, atom 42 (N): 0.04, atom 43 (C): -0.52, atom 44 (C): -0.07, atom 45 (H): 0.07, atom 46 (H): 0.03, atom 47 (H): 0.05, atom 48 (C): -0.36, atom 49 (H): 0.09, atom 50 (H): -0.05, atom 51 (N): 0.03, atom 52 (C): -0.07, atom 53 (C): -0.05, atom 54 (S): 0.86, atom 55 (H): -0.02, atom 56 (S): 0.88, atom 57 (I): 1.20, atom 58 (C): -0.11, atom 59 (C): -0.11, atom 60 (H): 0.10, atom 61 (C): -0.07, atom 62 (H): 0.08, atom 63 (C): -0.06, atom 64 (C): -0.11, atom 65 (C): -0.19, atom 66 (C): -0.10, atom 67 (N): 0.05, atom 68 (H): 0.05, atom 69 (C): -0.04, atom 70 (C): -0.59, atom 71 (H): 0.07, atom 72 (H): 0.13, atom 73 (C): -0.15, atom 74 (H): 0.06, atom 75 (H): 0.09, atom 76 (C): -0.18, atom 77 (H): 0.06, atom 78 (C): -0.07, atom 79 (H): 0.07, atom 80 (C): -0.16, atom 81 (H): 0.10, atom 82 (S): 0.32, atom 83 (H): 0.05, atom 84 (H): 0.09, atom 85 (C): -0.54, atom 86 (Br): 0.73, atom 87 (H): 0.08, atom 88 (C): -0.94, atom 89 (C): -0.54, atom 90 (C): -0.10, atom 91 (H): 0.08, atom 92 (H): 0.05, atom 93 (S): 0.90, atom 94 (S): 0.86, atom 95 (H): 0.06, atom 96 (C): -0.56, atom 97 (N): -0.05, atom 98 (H): 0.07, atom 99 (H): 0.10